C42H29AsF4N4O5PPt as an isolated structure. Source: OMol25; level of theory: ωB97M-V/def2-TZVPD.

CARTESIAN COORDINATES (ANGSTROEM)
Pt 0.66841 -0.88961 0.51130
O -0.76558 0.17532 4.40264
C 0.10452 0.29067 3.40489
O 0.03416 1.10078 2.51937
C 1.23230 -0.72007 3.55031
O 1.47415 -1.48449 2.33555
C 0.88967 -2.83886 2.45039
C -0.62360 -2.75141 2.20906
O -1.37774 -3.52300 2.74205
O -0.95557 -1.77454 1.40375
H -1.44173 0.85883 4.28823
H 1.01920 -1.41324 4.35863
H 2.14799 -0.17628 3.77923
H 1.14508 -3.24202 3.42638
H 1.37401 -3.42198 1.66853
F -2.17094 1.63123 -0.55009
C -2.52813 2.37395 -1.58312
C -3.28994 3.45415 -1.38063
F -3.66500 3.74804 -0.16486
C -3.73981 4.31417 -2.46492
C -3.31873 3.87238 -3.78441
C -2.55755 2.78580 -3.98065
F -2.21149 2.44541 -5.20568
C -2.06270 1.97016 -2.89306
C -1.22608 0.91173 -3.09710
C -0.69137 0.14169 -2.02190
N -0.27833 -0.53350 -1.19705
C -0.68600 0.50143 -4.35852
N -0.17767 0.09799 -5.30656
F -3.70135 4.57942 -4.82054
C -4.48367 5.42978 -2.26032
C -4.89551 5.88988 -0.96776
N -5.22982 6.33369 0.03735
C -4.93653 6.29155 -3.31151
N -5.35110 7.01630 -4.10017
C 3.99452 -0.05680 0.46900
C 3.86751 0.92843 1.63147
As 4.36140 2.81327 1.20158
C 4.38592 3.37025 3.07036
C 3.20264 3.26976 3.80145
C 3.13789 3.71866 5.11149
C 4.25795 4.28619 5.70477
C 5.43296 4.40803 4.97815
C 5.49902 3.95046 3.66916
C 6.24962 2.44130 0.88375
C 7.05913 1.71310 1.75326
C 8.37624 1.43905 1.42414
C 8.90301 1.89176 0.21990
C 8.11114 2.62122 -0.65053
C 6.78917 2.89432 -0.31725
P 2.49982 -0.09967 -0.56040
C 2.86363 -1.15482 -1.98082
C 3.36766 -2.43152 -1.73171
C 3.59028 -3.31036 -2.77663
C 3.29546 -2.93071 -4.07970
C 2.78072 -1.66919 -4.33488
C 2.57021 -0.78130 -3.28938
C 2.25680 1.58698 -1.16208
C 1.26636 2.39382 -0.60984
C 1.17133 3.72809 -0.98313
C 2.04707 4.25639 -1.91961
C 3.03966 3.45676 -2.47245
C 3.15446 2.13306 -2.08385
H 4.12645 -1.08096 0.83033
H 4.86454 0.16430 -0.15840
H 4.50700 0.60927 2.45529
H 2.84398 0.94652 2.00243
H 2.30352 2.86984 3.33446
H 2.21195 3.63848 5.66654
H 4.21235 4.63736 6.72701
H 6.30532 4.86027 5.43182
H 6.42823 4.04478 3.12051
H 6.66851 1.37035 2.70518
H 8.99810 0.87609 2.10812
H 9.93328 1.67907 -0.03338
H 8.51981 2.98229 -1.58530
H 6.17234 3.47147 -0.99782
H 3.58644 -2.75159 -0.71906
H 3.98742 -4.29600 -2.57488
H 3.46302 -3.62037 -4.89593
H 2.53502 -1.37042 -5.34492
H 2.17015 0.19925 -3.51118
H 0.61565 2.00184 0.16288
H 0.43152 4.36573 -0.51413
H 1.97523 5.29792 -2.20563
H 3.73700 3.87205 -3.18786
H 3.95620 1.52652 -2.48990

## Properties
Kohn-Sham gap (alpha / beta), eV: 4.85 / 4.85
DFT total energy, Ha: -5308.707339
HOMO level (alpha / beta), eV: -10.83 / -10.83
Relative energy (zero: lowest compared OMol25 entry of this formula, charge and spin), kcal per mole: 0.0
Total charge: +1
LUMO (alpha / beta), eV: -5.98 / -5.98